DFT (ωB97M-V/def2-TZVPD) results for an isolated molecule of C21H26N2O4S at a distorted geometry.

Results
* HOMO-LUMO gap: 9.8 eV
* relative energy (zero: lowest compared OMol25 entry of this formula, charge and spin): 0.4369 eV
* maximum force: 1.07 eV/Å
* energy: -1624.4937 Ha
* SMILES: CCOC(=O)[C@@]1(Cc2ccccc2C)CCCN(S(=O)(=O)c2cccnc2)C1

Last column: Mulliken charge in e.
Geometry (Å):
S  0.51709  -0.34940  -3.31406  1.256
O  0.89414  0.90128  -3.90022  -0.705
O  -0.08824  -1.06928  1.63780  -0.127
O  -0.91115  0.21730  0.01233  -0.447
O  0.65747  -1.55542  -4.07753  -0.730
N  -3.02783  1.14968  -2.18777  -0.695
N  1.43888  -0.54372  -1.95200  0.162
C  1.65650  1.53251  1.23957  -1.980
C  1.48670  -1.84252  -1.33124  -0.393
C  0.10765  1.03039  5.21313  -0.843
C  1.09930  1.40365  2.63429  0.729
C  -0.62133  1.73586  4.27316  -0.648
C  -0.96703  2.75215  2.02485  -1.605
C  1.83741  0.72345  3.59545  -0.441
C  -1.41607  -1.43245  2.02126  -0.172
C  1.35236  0.53078  4.87556  -0.806
C  -1.79649  1.01118  -2.64076  -0.006
C  1.62847  0.60370  -1.09141  -2.023
C  -3.68926  0.05936  -1.83958  -0.367
C  2.48252  -0.84812  0.76514  -0.909
C  -1.88106  -1.36727  -2.43161  -0.251
C  1.46801  0.24394  0.39256  2.890
C  -1.18320  -0.22340  -2.76850  -0.109
C  0.03320  -0.20703  0.63517  -0.536
C  -0.14533  1.93999  2.98290  1.560
C  -1.36250  -2.01582  3.42009  -1.118
C  2.66588  -1.87370  -0.36743  -1.205
C  -3.17247  -1.22404  -1.94975  -0.558
H  -2.04881  -0.53957  1.98237  0.284
H  -1.89451  3.06564  2.49794  0.416
H  0.55281  -2.07405  -0.79381  0.105
H  -4.68888  0.22607  -1.45967  0.396
H  -0.72600  -2.89627  3.43572  0.310
H  3.56519  -1.64279  -0.93934  0.353
H  2.81517  0.34446  3.33831  0.504
H  3.44411  -0.37764  0.97593  0.444
H  1.94320  -0.00434  5.60397  0.406
H  2.14468  -1.34474  1.67365  0.311
H  -0.42434  3.64719  1.72083  0.343
H  1.60800  -2.56767  -2.13748  0.606
H  -1.41519  -2.33283  -2.56056  0.551
H  -0.95790  -1.28021  4.11053  0.135
H  2.72493  1.75398  1.28890  0.567
H  -1.80343  -2.15924  1.29745  0.313
H  -1.58491  2.14222  4.54687  0.353
H  2.77473  -2.87712  0.04412  0.429
H  2.63458  1.00954  -1.25279  0.306
H  -1.21657  2.18852  1.12801  0.180
H  -2.36295  -2.29388  3.73781  0.410
H  -0.28941  0.88403  6.20706  0.396
H  0.90331  1.36678  -1.38247  0.542
H  -1.26923  1.91069  -2.92570  0.530
H  1.16657  2.35433  0.71892  0.441
H  -3.76115  -2.08297  -1.66600  0.449

=====

DFT (ωB97M-V/def2-TZVPD) results for an isolated molecule of C21H26N2O4S at a distorted geometry.

Results
* HOMO-LUMO gap: 8.7 eV
* relative energy (zero: lowest compared OMol25 entry of this formula, charge and spin): 0.9453 eV
* maximum force: 1.29 eV/Å
* energy: -1624.4750 Ha
* SMILES: Cc1ccc(S(=O)(=O)N(C)c2ccc(OCC(=O)N3CCCCC3)cc2)cc1

Last column: Mulliken charge in e.
Geometry (Å):
S  0.14364  1.35009  4.29752  1.448
O  -1.32918  -0.78407  -4.83640  -0.683
O  -0.08589  -1.25537  -1.76006  -0.251
O  -1.15194  0.74766  4.19461  -0.683
O  0.73146  1.46300  5.60086  -0.769
N  -1.45827  -2.78214  -3.81034  0.037
N  1.25768  0.52814  3.33933  0.096
C  -1.20474  -0.74767  -2.45354  -0.980
C  -0.00190  6.96397  2.02670  -1.488
C  1.63941  -0.89980  1.40357  -0.684
C  -0.18366  0.64538  1.40246  -0.316
C  -1.14949  4.91564  2.91107  -0.751
C  -0.54472  0.22656  0.13381  -0.884
C  -0.00636  -5.25374  -3.97884  -0.810
C  -1.41382  -3.66024  -2.66419  -0.857
C  0.90493  0.08710  2.06576  1.070
C  0.18548  -0.76037  -0.51485  0.673
C  -1.42278  -3.50018  -5.06995  -0.970
C  -1.31987  -1.44455  -3.81411  0.691
C  1.28434  -1.31386  0.13747  -0.858
C  2.48163  0.07975  3.95702  -1.206
C  0.09285  2.99083  3.58146  -0.002
C  1.27615  3.61718  3.24442  -0.589
C  -0.11271  -4.46423  -2.67667  -0.415
C  -0.12919  -4.30776  -5.17107  -0.559
C  1.24038  4.90119  2.73052  -0.877
C  -1.12120  3.63093  3.42421  -0.068
C  0.02928  5.56485  2.55791  0.968
H  0.82927  7.14163  1.34897  0.372
H  -1.48977  -2.76570  -5.87359  0.431
H  -2.28985  -4.16806  -5.11748  0.352
H  -1.39852  0.68785  -0.33621  0.441
H  -0.77348  1.40546  1.88337  0.101
H  -0.12191  -4.86830  -6.10672  0.370
H  0.94542  -5.78613  -4.01885  0.358
H  -2.09545  5.42110  2.78423  0.370
H  2.21085  3.09795  3.38483  0.423
H  -1.08697  0.32396  -2.65644  0.549
H  2.54686  0.57867  4.92087  0.308
H  -2.02429  3.10917  3.70045  0.509
H  -2.13231  -0.90136  -1.88171  0.492
H  -1.49769  -3.09684  -1.73868  0.346
H  -2.26845  -4.34529  -2.73362  0.409
H  0.07922  7.67231  2.85152  0.298
H  1.85370  -2.07852  -0.36709  0.434
H  3.34116  0.35180  3.33994  0.386
H  -0.09054  -5.13604  -1.81749  0.337
H  2.49329  -1.35790  1.87402  0.396
H  0.71605  -3.61718  -5.17897  0.302
H  2.47944  -1.00054  4.12598  0.414
H  -0.80766  -5.99610  -4.01941  0.332
H  -0.93491  7.16156  1.50519  0.373
H  2.16153  5.39664  2.46110  0.372
H  0.72353  -3.76841  -2.59288  0.244

=====

DFT (ωB97M-V/def2-TZVPD) results for an isolated molecule of C21H26N4O3.

Results
* HOMO-LUMO gap: 9.3 eV
* relative energy (zero: lowest compared OMol25 entry of this formula, charge and spin): 2.4287 eV
* maximum force: 0.86 eV/Å
* energy: -1260.5681 Ha
* SMILES: O=C(NCCn1cccn1)c1ccc(OC2CCN(C(=O)C3CC3)CC2)cc1

Last column: Mulliken charge in e.
Geometry (Å):
O  6.35587  0.13327  0.84513  -0.677
O  -5.07272  -2.32618  -0.24126  -0.661
O  1.24910  -2.55880  -0.01915  -0.411
N  -5.56880  1.59944  -0.35474  0.898
N  -5.64278  2.75595  0.29649  -1.068
N  -4.71550  -0.60552  1.17031  -0.144
N  4.60513  -0.22541  -0.52452  0.181
C  -4.59997  3.46258  -0.09475  -0.271
C  5.47282  0.58292  0.13858  0.547
C  -2.31359  -3.07287  0.09243  -0.851
C  6.16552  2.98139  0.70970  -0.624
C  3.57844  -2.28122  0.33958  -0.761
C  2.25982  -1.56549  0.00431  0.241
C  2.38743  -0.85775  -1.34942  -0.892
C  -0.56141  -0.93232  0.24569  -0.629
C  4.75193  -1.66176  -0.42647  -1.023
C  -0.95937  -3.28949  -0.00137  -0.563
C  -6.49691  0.53903  -0.08478  -0.770
C  -6.10218  -0.20440  1.20680  -0.810
C  4.73222  2.84854  1.09950  -0.566
C  5.27400  2.05371  -0.06297  -0.193
C  -3.82336  2.74277  -1.01257  -0.768
C  -1.92525  -0.72476  0.35566  -0.839
C  -0.06044  -2.22063  0.07771  0.785
C  -2.81767  -1.78759  0.29061  1.031
C  -4.48121  1.54192  -1.14927  -0.161
C  -4.29353  -1.61157  0.36080  0.251
C  3.44148  0.24530  -1.24847  -0.810
H  4.97391  2.35060  -1.05904  0.506
H  -4.44229  4.45185  0.28656  0.469
H  6.49395  3.88983  0.22923  0.255
H  3.47458  -3.33131  0.06585  0.348
H  -0.55971  -4.28117  -0.14134  0.431
H  -2.92519  3.05836  -1.50264  0.418
H  -7.49735  0.96110  0.02693  0.340
H  -2.28148  0.29168  0.45369  0.228
H  1.43268  -0.42064  -1.64491  0.487
H  4.05303  3.66089  0.88540  0.273
H  -3.01030  -3.89358  0.01772  0.441
H  3.76115  -2.22722  1.41227  0.272
H  2.65838  -1.59647  -2.10421  0.322
H  -6.72046  -1.10109  1.29499  0.333
H  -4.03751  0.00358  1.59629  0.269
H  -4.26237  0.67704  -1.74326  0.489
H  -6.47867  -0.16366  -0.91998  0.402
H  2.03613  -0.82181  0.78192  0.296
H  4.81968  -2.07939  -1.43583  0.364
H  3.01405  1.09987  -0.71443  0.589
H  6.90368  2.51457  1.34323  0.237
H  3.72248  0.57608  -2.25804  0.217
H  -6.25553  0.44100  2.07186  0.480
H  5.69051  -1.85330  0.09540  0.424
H  4.50284  2.30942  2.00632  0.236
H  0.09472  -0.07732  0.29248  0.429

=====

DFT (ωB97M-V/def2-TZVPD) results for an isolated molecule of C21H26N4O3S.

Results
* HOMO-LUMO gap: 8.8 eV
* relative energy (zero: lowest compared OMol25 entry of this formula, charge and spin): 0.9102 eV
* maximum force: 0.91 eV/Å
* energy: -1658.8044 Ha
* SMILES: CCCCCn1c(SCC#N)nc2cc(C(=O)NC[C@H]3CCCO3)ccc2c1=O

Last column: Mulliken charge in e.
Geometry (Å):
S  -3.59596  2.27090  1.28154  -0.162
O  -3.47616  -2.67100  0.97702  -0.683
O  6.51571  1.43182  -0.63872  -0.501
O  3.57842  -2.18893  0.43258  -0.631
N  -3.46158  -0.40443  1.07916  0.176
N  -1.03097  3.07138  -1.18549  -0.512
N  -1.46566  0.82998  0.94800  -0.192
N  3.23844  -0.28689  -0.74145  -0.103
C  0.72311  -2.62737  0.28648  -0.812
C  -1.51871  3.19945  -0.15989  0.291
C  -3.80426  -1.00508  -2.60492  -1.348
C  0.61878  -0.22551  0.48724  -0.567
C  -4.90732  -0.41982  1.21137  -1.375
C  1.34950  -1.37484  0.25424  1.121
C  -2.82613  -1.64885  0.93105  0.066
C  -2.16093  3.39371  1.11011  -0.346
C  -4.14975  0.32952  -1.95471  0.192
C  2.82526  -1.33459  0.00758  0.381
C  7.43647  0.69766  0.15822  -0.555
C  -1.38629  -1.57019  0.71868  0.639
C  5.19943  1.13485  -0.22604  0.349
C  -2.73873  0.74241  1.08499  0.357
C  6.65628  0.09446  1.33763  -0.635
C  -5.48321  0.31735  -1.19994  -0.774
C  -5.62997  -0.73617  -0.09914  -0.543
C  4.62805  -0.04878  -1.03760  -1.092
C  5.30507  0.80748  1.26532  -0.506
C  -0.63005  -2.72524  0.50668  -1.006
C  -0.75463  -0.31582  0.72423  -0.408
H  -3.33048  0.63197  -1.30147  -0.153
H  5.32315  1.73021  1.84616  0.367
H  -4.62667  -1.34920  -3.22839  0.333
H  -5.15116  -1.20103  1.93831  0.381
H  1.32836  -3.50694  0.13116  0.486
H  -1.13498  -3.67913  0.52095  0.502
H  2.56491  0.38663  -1.06946  0.238
H  -1.46371  3.18873  1.92316  0.311
H  4.48539  0.18254  1.61071  0.217
H  -5.65440  1.30774  -0.76963  0.292
H  -5.22908  0.54806  1.60355  0.633
H  7.16231  0.26315  2.28534  0.398
H  -5.29508  -1.70863  -0.45768  0.378
H  -6.27448  0.13780  -1.93189  0.419
H  4.75321  0.16474  -2.10281  0.336
H  6.52163  -0.97825  1.20528  0.257
H  -2.92068  -0.89565  -3.22953  0.398
H  -3.59208  -1.76927  -1.86082  0.250
H  8.20754  1.40054  0.48916  0.327
H  -4.22174  1.09187  -2.73448  0.412
H  4.59357  2.02693  -0.42434  0.373
H  1.07258  0.75359  0.50903  0.569
H  -6.68938  -0.82722  0.14943  0.399
H  7.91383  -0.07727  -0.45242  0.278
H  -2.56633  4.40407  1.18506  0.448
H  5.16954  -0.96346  -0.78862  0.328